No. 1
Molecular formula: C4H6O2
Method: DFT, wB97M-V/def2-TZVPD

- frontier orbital gap (eV) = 9.932
- structure (SMILES) = O=C/C=C/CO
- largest force on an atom (eV/Å) = 0.46

Geometry as ORCA input:
```
! wB97M-V def2-TZVPD RIJCOSX def2/J DEFGRID3
* xyz 0 1
O 2.654 -0.423 -1.048
C 2.158 0.237 -0.162
C 0.715 0.495 0.012
C -0.264 -0.073 -0.699
C -1.646 -0.137 -0.090
O -1.544 -0.131 1.319
H 2.773 0.624 0.679
H 0.438 1.059 0.900
H -0.056 -0.611 -1.623
H -2.159 -1.048 -0.432
H -2.277 0.716 -0.364
H -0.790 -0.708 1.508
*
```

No. 2
Molecular formula: C2H11NO2
Method: DFT, wB97M-V/def2-TZVPD

- <S²> = 0.750
- frontier orbital gap (alpha / beta) (eV) = 3.119 / 9.243
- largest force on an atom (eV/Å) = 2.37

Geometry as ORCA input:
```
! wB97M-V def2-TZVPD RIJCOSX def2/J DEFGRID3
* xyz -1 2
C 1.536 0.725 0.109
N 1.836 -0.485 -0.637
C 0.851 -1.568 -0.680
H 1.766 1.622 -0.443
H 2.123 0.728 1.033
H 0.517 0.754 0.510
H 1.968 -0.242 -1.610
H -0.173 -1.211 -0.724
H 1.158 -2.305 -1.405
H 0.924 -2.059 0.297
H -1.907 0.793 -0.579
H -2.885 0.110 -1.545
O -2.032 0.568 -1.513
H -2.294 1.270 2.961
H -1.454 0.230 2.149
O -1.936 1.071 2.077
*
```